1.
# C16H28N8NaS

A molecular structure, C16H28N8NaS in a non-equilibrium geometry (ωB97M-V/def2-TZVPD, OMol25).

The total charge is +1. Its HOMO energy is -9.8 eV. As for the total energy: -1624.7228 Eh. As for the gap between HOMO and LUMO: 0.2606 Ha. The value obtained for the LUMO energy is -0.0986 Ha.

Each line ends with the Löwdin charge.
CARTESIAN COORDINATES (ANGSTROEM)
Na1 -0.737 -0.602 -1.260  0.317
C1 3.877 1.449 0.655  -0.024
C2 2.520 0.922 0.255  -0.342
N1 1.671 -1.028 -0.235  0.012
C3 2.075 -2.511 -0.232  -0.115
C4 0.806 -3.332 0.034  -0.224
N2 -0.306 -3.210 -0.920  -0.083
C5 -1.505 -3.882 -0.427  -0.228
C6 -2.371 -3.112 0.586  -0.245
N3 -2.952 -1.999 -0.045  -0.100
C7 -3.673 -0.959 0.622  -0.191
C8 -3.609 0.511 0.027  -0.211
N4 -2.293 1.006 0.050  0.050
C9 -2.106 2.289 0.147  -0.241
C10 -3.075 3.418 0.224  -0.018
C11 -0.687 2.736 -0.121  -0.177
C12 -0.269 4.025 -0.533  -0.003
C13 1.062 4.313 -0.617  -0.017
C14 1.962 3.282 -0.341  -0.014
C15 1.525 2.012 0.004  -0.314
N5 0.218 1.757 0.053  0.110
H1 4.604 0.657 0.897  0.097
H2 3.777 2.094 1.533  0.103
H3 4.304 2.090 -0.143  0.102
H4 2.813 -2.762 0.574  0.128
H5 2.597 -2.864 -1.194  0.146
H6 0.376 -3.019 1.022  0.112
H7 1.055 -4.403 0.156  0.125
H8 -0.099 -3.515 -1.885  0.136
H9 -1.265 -4.904 -0.018  0.131
H10 -2.194 -4.159 -1.237  0.120
H11 -1.656 -2.782 1.389  0.120
H12 -3.068 -3.861 1.037  0.133
H13 -3.336 -2.318 -0.913  0.118
H14 -3.227 -1.006 1.648  0.133
H15 -4.760 -1.147 0.644  0.117
H16 -4.235 1.084 0.728  0.111
H17 -4.101 0.471 -0.971  0.141
H18 -3.901 3.198 0.916  0.088
H19 -3.510 3.629 -0.774  0.120
H20 -2.549 4.286 0.627  0.082
H21 -0.998 4.736 -0.877  0.112
H22 1.444 5.263 -0.990  0.127
H23 3.025 3.421 -0.398  0.100
N6 0.811 -0.262 1.907  0.133
N7 1.979 -0.248 1.088  -0.014
C16 2.490 -0.016 -1.021  -0.928
N8 3.814 -0.434 -1.194  0.032
S1 1.607 0.673 -2.419  0.556
H24 0.047 -0.042 1.261  0.070
H25 0.975 0.480 2.606  0.125
H26 2.805 -0.665 1.536  0.183
H27 3.903 -1.151 -1.946  0.103
H28 4.340 0.393 -1.513  0.096

2.
# C3H5N3

A single C3H5N3 molecule in a non-equilibrium geometry (ωB97M-V/def2-TZVPD, OMol25).

The total charge is 0. Its HOMO energy is -8.8 eV. As for the total energy: -281.4340 Eh. As for the gap between HOMO and LUMO: 0.3476 Ha. The value obtained for the LUMO energy is 0.0254 Ha.

Each line ends with the Löwdin charge.
CARTESIAN COORDINATES (ANGSTROEM)
C1 -1.675 -0.077 0.263  -0.016
N1 -0.238 0.009 0.069  -0.233
N2 0.431 1.117 0.227  0.097
C2 1.686 0.853 -0.124  -0.200
C3 1.845 -0.449 -0.665  -0.109
N3 0.574 -0.944 -0.572  0.004
H1 -1.904 0.270 1.274  0.086
H2 -1.974 -1.121 0.160  0.086
H3 -2.221 0.529 -0.464  0.086
H4 2.461 1.595 -0.017  0.074
H5 1.016 -1.781 -0.152  0.122

3.
# C3H12NO4

4 unconnected molecules or ions with the total composition C3H12NO4 in a non-equilibrium geometry (ωB97M-V/def2-TZVPD, OMol25).

The total charge is -1. Its HOMO energy is -4.3 eV. As for the total energy: -476.9381 Eh. As for the gap between HOMO and LUMO: 0.1249 Ha. The value obtained for the LUMO energy is -0.0330 Ha.

Each line ends with the Löwdin charge.
CARTESIAN COORDINATES (ANGSTROEM)
C1 0.825 -0.011 1.291  -0.155
C2 -0.125 0.038 2.340  0.139
O1 -3.553 0.106 -1.625  -0.435
N1 0.042 -0.999 0.085  0.087
C3 -1.230 -0.426 -0.322  -0.376
O2 -1.076 0.615 -1.253  -0.084
H1 1.826 -0.475 1.254  0.136
H2 0.865 0.885 0.664  0.086
H3 -0.331 0.995 2.787  0.086
H4 -0.260 -0.830 2.975  0.081
H5 -4.344 -0.143 -2.107  -0.123
H6 -0.233 -1.513 0.927  0.062
H7 -1.880 -1.159 -0.819  0.114
H8 -1.785 0.094 0.479  0.109
H9 -1.965 0.656 -1.677  0.016
H10 3.343 2.171 -0.124  -0.114
O3 2.784 1.628 -0.674  -0.384
H11 2.771 0.176 -1.301  -0.053
H12 1.699 -1.008 -1.412  -0.036
O4 2.627 -0.799 -1.488  -0.157